Molecular formula: C40H83N9O11S5
Method: DFT, the ωB97M-V functional and the def2-TZVPD basis

Calculated values
- Molecular weight: 1026.49 g/mol
- Frontier orbital gap: 0.2647 hartree
- HOMO: -8.05 eV
- Spin multiplicity: 1

Last column: Löwdin charge in e.
CARTESIAN COORDINATES (ANGSTROEM)
C: 6.77199 1.21065 2.88566  -0.12
C: 5.86437 0.55148 1.64897  -0.27
N: 6.54566 0.63584 0.30130  -0.25
C: 5.63842 0.08213 -0.77503  -0.24
C: 6.42746 -0.36532 -2.15224  -0.12
C: 7.06247 2.02137 -0.01539  -0.92
S: 8.57139 2.12848 -0.86248  0.61
S: 6.20148 3.64578 0.43047  0.75
C: 5.42187 4.27232 -1.15321  -0.47
C: 3.90599 4.89295 -0.97832  -0.23
C: 3.65147 5.69472 0.42859  -0.17
C: 2.17420 6.38876 0.57886  -0.24
O: 2.23627 7.47566 -0.45038  -0.22
S: 1.22484 7.04208 -1.78386  0.88
O: 0.37376 8.32320 -1.95310  -0.32
O: 1.87851 6.88958 -3.18394  -0.32
O: 0.54849 5.64338 -1.07972  -0.25
C: 0.81736 5.43782 0.37924  -0.32
C: -0.33752 6.35115 1.09812  -0.12
C: -1.74521 6.46989 0.20319  -0.18
C: -2.45187 5.02126 -0.09509  -0.19
C: -3.57969 5.11578 -1.32665  -0.27
N: -4.06984 6.53175 -1.56537  -0.06
C: 1.00879 3.86244 0.78165  -0.12
C: -0.17769 3.22637 1.71551  -0.23
C: 0.52099 1.93764 2.52094  -0.47
S: 1.27966 0.73668 1.29289  0.78
C: -0.09510 -0.36368 0.56162  -0.94
S: 0.40243 -1.93586 0.05993  0.63
N: -1.52129 0.14502 0.47652  -0.23
C: -2.51447 -0.82170 1.10299  -0.17
C: -3.37423 -1.63988 -0.04983  -0.17
O: -4.24406 -0.74288 -0.84190  -0.21
C: -3.54256 0.50262 -1.21734  -0.16
C: -1.92469 0.48505 -0.95180  -0.16
H: 6.51213 0.67419 3.89309  0.07
H: 6.45415 2.35335 3.00343  0.06
H: 7.91849 1.08556 2.67672  0.09
H: 4.75145 0.95392 1.64994  0.11
H: 5.77341 -0.60456 1.93242  0.13
H: 4.73130 0.81227 -1.00804  0.13
H: 5.14659 -0.90730 -0.32288  0.13
H: 7.59411 -0.30037 -2.08812  0.05
H: 6.17737 -1.49350 -2.44922  0.08
H: 6.04626 0.34214 -3.01939  0.06
H: 6.07367 5.09795 -1.71231  0.11
H: 5.32195 3.37353 -1.93140  0.08
H: 3.06641 4.06876 -1.15820  0.12
H: 3.77354 5.68185 -1.85497  0.11
H: 4.53534 6.48266 0.55208  0.14
H: 3.78802 4.94680 1.34847  0.10
H: 2.11919 6.75278 1.71005  0.17
H: 0.08840 7.46647 1.11726  0.13
H: -0.55549 6.08308 2.22218  0.12
H: -1.60635 7.08637 -0.78182  0.10
H: -2.48651 7.08981 0.90359  0.13
H: -1.68931 4.20252 -0.43893  0.08
H: -3.08119 4.72252 0.86268  0.12
H: -3.05417 4.66518 -2.29748  0.12
H: -4.48730 4.43578 -1.02671  0.10
H: -4.92008 6.75379 -0.97915  0.08
H: -4.35797 6.59194 -2.58689  0.08
H: 0.98870 3.25217 -0.24426  0.13
H: 2.03083 3.59500 1.28988  0.11
H: -1.00241 2.74805 1.03196  0.09
H: -0.58546 3.92987 2.55683  0.11
H: 1.38603 2.36137 3.21251  0.10
H: -0.26057 1.42955 3.26250  0.10
H: -3.29480 -0.15241 1.69157  0.13
H: -2.00480 -1.54985 1.87440  0.12
H: -4.09929 -2.44529 0.44873  0.14
H: -2.59831 -2.23360 -0.73422  0.12
H: -4.04825 1.44322 -0.68869  0.13
H: -3.72058 0.64474 -2.38174  0.14
H: -1.51993 1.56392 -1.16806  0.12
H: -1.34855 -0.26437 -1.66649  0.12
C: 1.33467 -5.88832 -0.38441  -0.32
O: 1.09980 -5.01941 -1.21419  -0.04
N: 0.39076 -6.67398 0.24210  -0.20
C: 0.75017 -7.68421 1.21614  -0.07
C: -1.00770 -6.48389 -0.08360  -0.05
H: 2.36527 -6.11467 -0.06459  0.14
H: 0.40405 -8.65882 0.85975  0.09
H: 0.26412 -7.44807 2.16721  0.08
H: 1.83267 -7.72060 1.36566  0.06
H: -1.15036 -6.65706 -1.15446  0.09
H: -1.28962 -5.45208 0.14676  0.08
H: -1.63475 -7.17351 0.48793  0.09
C: 5.87619 2.75166 -5.24153  -0.31
O: 6.11953 2.61441 -4.04961  -0.02
N: 4.61806 2.85630 -5.79553  -0.20
C: 4.41265 3.01727 -7.22045  -0.05
C: 3.46190 2.80357 -4.92467  -0.04
H: 6.68315 2.80380 -5.99102  0.13
H: 3.87775 3.95495 -7.39745  0.10
H: 3.81442 2.17893 -7.58903  0.06
H: 5.36550 3.04111 -7.75618  0.09
H: 3.52723 3.61789 -4.19686  0.09
H: 3.46421 1.85035 -4.38752  0.09
H: 2.53845 2.89879 -5.50223  0.09
C: -4.48099 -4.76551 2.82752  -0.34
O: -4.49317 -5.87637 2.31318  0.00
N: -5.59396 -4.04826 3.21174  -0.20
C: -5.49588 -2.73523 3.81574  -0.07
C: -6.90605 -4.62582 3.00501  -0.04
H: -3.53550 -4.23546 3.02933  0.12
H: -5.95452 -2.76686 4.80838  0.09
H: -6.02985 -2.01584 3.18811  0.09
H: -4.45269 -2.42233 3.91230  0.08
H: -6.96813 -5.57228 3.55041  0.10
H: -7.04310 -4.82484 1.93788  0.10
H: -7.68711 -3.94618 3.35634  0.05
C: -9.76331 -3.68367 4.73982  -0.34
O: -9.38799 -4.82640 4.96787  0.01
N: -11.04822 -3.31463 4.40280  -0.21
C: -11.41399 -1.93642 4.14738  -0.06
C: -12.06765 -4.33841 4.30024  -0.05
H: -9.06836 -2.82919 4.79019  0.12
H: -12.19119 -1.63885 4.85738  0.09
H: -11.79950 -1.85554 3.12689  0.09
H: -10.55256 -1.27241 4.25924  0.08
H: -12.15582 -4.85046 5.26310  0.09
H: -11.76600 -5.06611 3.54088  0.09
H: -13.03073 -3.89872 4.02718  0.09
C: 2.52401 -0.15081 -8.16137  -0.34
O: 2.28914 0.71809 -8.99115  0.00
N: 1.58010 -0.93648 -7.53486  -0.21
C: 1.93951 -1.94671 -6.56082  -0.06
C: 0.18164 -0.74639 -7.86056  -0.05
H: 3.55461 -0.37717 -7.84155  0.13
H: 1.59339 -2.92132 -6.91721  0.09
H: 1.45346 -1.71056 -5.60975  0.09
H: 3.02201 -1.98310 -6.41129  0.09
H: 0.03898 -0.91955 -8.93142  0.09
H: -0.10028 0.28542 -7.63020  0.09
H: -0.44540 -1.43601 -7.28903  0.09
C: 2.58879 -6.43029 3.73181  -0.32
O: 3.30235 -7.01557 2.92746  0.00
N: 2.91956 -6.14968 5.04047  -0.21
C: 2.01703 -5.45066 5.93227  -0.06
C: 4.21265 -6.56736 5.54184  -0.05
H: 1.58474 -6.06936 3.45385  0.12
H: 2.50080 -4.53214 6.27720  0.09
H: 1.79775 -6.09357 6.78967  0.09
H: 1.08179 -5.19551 5.42660  0.08
H: 4.99626 -6.10026 4.93782  0.09
H: 4.29658 -7.65423 5.44785  0.09
H: 4.33290 -6.27774 6.58925  0.09